The following is a DFT calculation (ωB97M-V/def2-TZVPD) of a molecular structure, C15H11F6IrN2OS5SbSe2.

```
44
Properties=species:S:1:pos:R:3:forces:R:3:nbo_charge:R:1
Ir 0.58959 -0.75696 1.10206 0.9 1.1 -0.5 0.5491
Se -1.15959 1.10497 3.69359 -0.2 0.7 -0.9 0.2211
Se -1.53055 2.31409 1.62499 0.1 -0.6 1.1 0.1755
C -2.37554 0.83967 0.74758 -0.3 -0.1 -0.3 0.0482
C -3.71019 0.96365 0.38517 0.0 0.3 0.1 -0.2817
C -4.30412 -0.04303 -0.35498 0.0 -0.1 -0.1 -0.1769
C -3.54746 -1.15011 -0.68946 0.1 0.1 0.0 -0.2363
C -2.23555 -1.21436 -0.23906 -0.1 -0.2 -0.1 0.0703
N -1.66417 -0.24045 0.46195 0.3 0.0 0.2 -0.4515
C 0.74258 1.19529 3.57680 0.2 0.2 0.2 0.0474
C 1.44954 1.78467 4.61737 -0.2 0.0 0.2 -0.2694
C 2.82576 1.86857 4.54105 0.1 0.0 0.0 -0.1761
C 3.45468 1.39175 3.40372 -0.1 0.0 0.0 -0.2641
C 2.67667 0.83508 2.40163 0.3 0.1 0.1 0.0952
N 1.34909 0.71680 2.49711 -0.4 -0.3 -0.2 -0.4669
H -4.25873 1.84368 0.69305 0.0 0.0 0.0 0.2160
H -5.34185 0.03559 -0.65439 0.0 0.0 0.0 0.2024
H -3.94913 -1.95905 -1.28219 0.0 -0.1 0.1 0.2178
H -1.59619 -2.06553 -0.45374 0.0 0.0 0.0 0.2560
H 0.90184 2.17161 5.46570 0.0 0.0 0.0 0.2175
H 3.39383 2.31586 5.34709 0.0 0.0 0.0 0.2026
H 4.52694 1.44033 3.27986 0.0 0.0 0.0 0.2135
H 3.11123 0.45878 1.48822 0.0 0.0 0.0 0.2444
S 1.44986 -5.82116 1.66797 0.1 -0.3 0.1 -0.9304
Sb -0.07231 -4.14378 1.58662 1.0 0.6 0.4 1.3830
S 0.79500 -2.65640 -0.14894 -0.8 -0.8 -0.6 -0.6748
S 0.36267 -2.19473 2.95716 -0.1 -0.2 0.5 -0.8055
S -2.18551 -4.76946 2.11966 -0.5 0.0 -0.4 -0.9133
S 2.01224 1.80868 -0.62430 -0.1 0.0 0.1 -0.3169
C 1.08138 0.43646 -0.51253 -0.1 -0.2 0.4 -0.0002
C 0.09407 -1.10822 -3.64234 0.0 0.1 0.0 -0.6178
C 0.54677 0.22081 -3.02353 -0.2 0.2 0.0 0.0912
O 0.43410 -0.04088 -1.64033 0.1 -0.2 -0.1 -0.5766
C -0.47842 1.31679 -3.39701 0.1 -0.1 0.0 0.9623
F -0.18842 2.53105 -2.93690 0.0 0.0 0.0 -0.3050
F -0.59911 1.42318 -4.74384 0.0 0.0 0.0 -0.3438
F -1.69092 0.99109 -2.92418 0.0 0.0 0.0 -0.3216
C 1.95256 0.56260 -3.60250 0.0 -0.1 0.0 0.9717
F 2.29573 1.84967 -3.62209 0.0 0.0 0.0 -0.3089
F 2.89310 -0.14214 -2.97961 0.0 0.0 0.0 -0.3041
F 1.99409 0.18436 -4.91217 0.0 0.0 0.0 -0.3498
H -0.86829 -1.36372 -3.20618 0.0 0.0 0.0 0.2386
H 0.80493 -1.87631 -3.34261 0.0 0.0 0.0 0.2554
H 0.01783 -1.05880 -4.72548 0.0 0.0 0.0 0.2123
```
Positions in Å, forces in eV/Å.

The spin multiplicity is 2. The calculation puts the orbital gap (spin up / spin down) at 4.96 / 4.87 eV. For the HOMO energy (spin up / spin down), the calculation gives -1.182 / -1.089 eV. The expectation value of S² is 0.76. The LUMO energy (spin up / spin down) comes out at 3.8 / 3.8 eV. As for the net charge: -2.

***

The following is a DFT calculation (ωB97M-V/def2-TZVPD) of a molecular structure, C15H12As2F36NaO3.

```
69
Properties=species:S:1:pos:R:3:forces:R:3:nbo_charge:R:1
Na -0.57506 -2.22472 -0.05441 1.0 0.3 -0.1 0.9589
As 3.42882 -2.08818 1.37456 1.9 -0.6 -0.4 2.8328
F 4.03820 -1.68164 -0.20903 -0.7 0.3 0.8 -0.6051
F 1.77401 -2.34546 0.76290 -0.1 0.3 -0.1 -0.6844
F 2.85105 -2.59294 2.93596 -0.2 0.2 0.0 -0.6352
F 5.04355 -1.87508 2.05164 -0.7 0.2 -0.1 -0.6342
F 3.04618 -0.42384 1.76156 -0.2 -0.4 -0.2 -0.6386
F 3.84234 -3.72701 0.99717 -0.4 -0.2 0.2 -0.6238
As 1.84316 -2.12814 -3.89642 1.2 -1.6 -0.5 2.8314
F 1.09985 -1.89965 -2.31679 -0.3 0.1 0.1 -0.6635
F 3.27338 -2.79334 -3.13859 -0.7 0.4 -0.4 -0.6114
F 2.55894 -2.33448 -5.49865 -0.6 0.0 0.8 -0.6278
F 0.32635 -1.57649 -4.62307 0.6 0.2 0.1 -0.6510
F 2.52963 -0.54534 -3.84505 -0.5 0.1 0.1 -0.6200
F 1.17655 -3.77330 -3.94664 0.1 0.8 0.0 -0.6391
C 3.73206 2.82935 -1.84285 0.4 1.0 1.0 -0.1415
C 5.11102 2.34656 -1.39192 -0.3 -1.1 -0.8 0.5999
C 5.54897 2.94076 -0.05185 -0.4 -0.2 0.8 0.5093
F 6.81894 2.60005 0.25418 0.0 0.3 -0.4 -0.3162
F 5.41596 4.30459 -0.03384 0.4 -0.1 -0.4 -0.3472
F 5.12465 0.99621 -1.26204 0.1 0.3 0.4 -0.3001
F 5.98072 2.59973 -2.41613 0.0 0.6 0.4 -0.3288
O 2.74990 2.67339 -0.80158 -0.1 -0.6 -0.4 -0.5320
C 1.92233 1.57476 -0.91318 1.1 0.4 -0.1 0.8507
C 0.90871 1.71356 0.23963 -0.4 -0.2 -0.5 0.5200
F 0.06803 0.63749 0.19549 0.0 0.0 0.2 -0.3496
F 1.49325 1.75230 1.44513 0.1 0.0 -0.1 -0.3097
F 1.29765 1.60216 -2.11213 -0.6 0.2 0.2 -0.3274
F 2.61078 0.44279 -0.89691 -0.3 -0.2 0.4 -0.2813
H 3.47802 2.41412 -2.81328 -0.2 -0.2 0.1 0.2402
H 3.82027 3.91569 -1.87594 0.0 0.0 -0.6 0.2107
H 4.89695 2.57869 0.74715 0.0 -0.3 -0.2 0.1631
H 0.32008 2.61894 0.09904 -0.1 0.0 0.0 0.1444
C -3.64385 -1.73548 -1.24264 -1.2 -0.4 0.0 -0.1505
C -3.84646 -2.07174 0.23002 0.9 0.1 0.2 0.6117
C -5.10561 -2.90119 0.54802 -0.3 -0.4 0.5 0.5174
F -6.21583 -2.21778 0.16776 0.3 0.1 -0.1 -0.3246
F -5.12958 -4.10435 -0.07721 0.4 0.4 -0.3 -0.3218
F -2.73504 -2.75902 0.71883 -0.5 -0.3 -0.4 -0.3691
F -3.88354 -0.96773 1.02145 -0.5 -0.6 -0.5 -0.3063
O -2.36616 -1.17362 -1.45334 -0.1 0.0 -0.1 -0.5575
C -2.23689 -0.29060 -2.54642 -0.6 -0.3 1.2 0.8576
C -2.35191 -0.99296 -3.88640 0.8 -0.4 -1.5 0.4617
F -3.53429 -1.64217 -4.06310 -0.3 0.1 0.5 -0.3403
F -2.25632 -0.08315 -4.88628 -0.1 0.2 0.4 -0.3155
F -3.16543 0.67831 -2.39252 0.0 0.1 -0.3 -0.3249
F -1.03324 0.22150 -2.41834 0.1 0.2 -0.2 -0.2694
H -4.50356 -1.10941 -1.50006 0.4 0.6 0.0 0.2327
H -3.81331 -2.61199 -1.87450 0.4 -0.3 0.3 0.2243
H -5.16753 -3.11007 1.61953 0.1 0.3 0.0 0.1587
H -1.52267 -1.69510 -4.01654 -0.1 0.0 0.3 0.2175
C -2.13412 2.06310 3.80485 -0.7 0.2 -0.1 -0.1427
C -3.47016 2.12695 3.05737 0.6 0.5 0.5 0.6049
C -3.40666 2.39594 1.54338 -1.2 -0.5 -0.8 0.5207
F -2.50604 3.34593 1.21815 0.2 0.0 0.5 -0.3233
F -3.13415 1.28455 0.81879 0.4 0.3 0.4 -0.3199
F -4.26152 1.06342 3.34122 0.3 0.0 -0.6 -0.3155
F -4.12906 3.21410 3.58861 0.1 0.0 -0.2 -0.3401
O -1.21986 1.15471 3.21134 0.0 -0.7 0.6 -0.5020
C -0.85878 0.13706 4.09454 -0.8 0.7 -1.5 0.8417
C 0.01927 -0.87856 3.37518 2.2 0.3 -0.4 0.4982
F 0.39010 -1.84626 4.22813 -0.7 -0.2 0.2 -0.3013
F -0.55971 -1.43543 2.27762 -0.8 0.0 0.3 -0.3541
F -0.17423 0.68210 5.11392 -0.1 -0.4 0.3 -0.3145
F -1.98465 -0.45048 4.56037 0.2 -0.1 0.5 -0.3272
H -2.42266 1.78471 4.81943 0.3 0.0 0.0 0.2212
H -1.72945 3.07441 3.82106 0.2 -0.1 -0.1 0.2181
H -4.40401 2.72167 1.22582 0.1 0.2 0.1 0.1423
H 0.94165 -0.40291 3.02781 -0.1 0.2 0.0 0.1986
```
Positions in Å, forces in eV/Å.

The calculation puts the orbital gap at 10.86 eV. For the HOMO energy, the calculation gives -9.372 eV. The LUMO energy comes out at 1.5 eV. As for the net charge: -1.

***

The following is a DFT calculation (ωB97M-V/def2-TZVPD) of a single C15H12BrN3O4 molecule.

```
35
Properties=species:S:1:pos:R:3:forces:R:3:nbo_charge:R:1
N -1.18972 2.99188 -0.36610 0.2 0.2 0.3 -0.8130
C -1.20052 1.86018 -1.10606 0.3 0.5 0.3 0.4143
C -2.40341 1.60464 -1.97561 0.1 -0.2 0.1 -0.4627
C -3.42166 0.82528 -1.18645 -0.2 0.0 0.1 0.0201
C -3.10178 -0.45852 -0.74917 -0.1 0.1 -0.1 -0.2037
C -4.00723 -1.19047 -0.01004 -0.3 -0.1 0.2 -0.1918
C -5.24482 -0.63194 0.29385 0.9 0.8 -0.7 0.0716
N -6.19632 -1.38739 1.06729 -0.4 -0.3 0.3 0.5157
O -5.87611 -2.50056 1.42508 0.0 -0.3 0.1 -0.3742
O -7.26165 -0.86267 1.31697 -0.3 0.1 0.1 -0.3804
C -5.57814 0.64633 -0.13490 -0.2 -0.3 0.2 -0.1937
C -4.66124 1.37063 -0.87206 0.2 -0.1 0.0 -0.2217
N -0.32187 0.93978 -1.09662 0.5 -1.2 -0.6 -0.2264
O 0.78235 1.16338 -0.22786 -1.0 1.2 0.0 -0.4175
C 1.63886 0.12271 -0.19201 0.0 -0.7 -0.3 0.7624
O 1.50699 -0.89864 -0.80302 -0.2 0.3 0.2 -0.5361
C 2.76156 0.43078 0.73908 0.1 0.0 0.0 -0.1361
C 2.55582 1.27325 1.83010 0.0 0.0 0.0 -0.1726
C 3.57519 1.53978 2.72355 0.0 0.0 0.0 -0.2241
C 4.82346 0.96653 2.53678 -0.1 0.0 0.0 -0.1784
C 5.04784 0.12911 1.45994 0.0 -0.1 -0.1 -0.2421
C 4.02078 -0.14238 0.56796 -0.1 -0.1 -0.1 -0.0554
Br 4.40423 -1.27663 -0.89949 0.3 0.0 0.1 0.0992
H -1.88519 3.70389 -0.49070 0.0 -0.1 0.0 0.4004
H -0.37644 3.20529 0.18467 0.0 0.0 0.0 0.4103
H -2.82181 2.54944 -2.32363 0.0 0.0 -0.1 0.2179
H -2.08167 1.01074 -2.83136 0.0 0.1 0.0 0.2606
H -2.13097 -0.86379 -0.99048 0.1 -0.1 0.0 0.2495
H -3.77777 -2.18609 0.33721 0.0 0.0 0.0 0.2511
H -6.54624 1.05194 0.11599 0.0 0.0 0.0 0.2488
H -4.91751 2.36390 -1.21039 0.0 0.1 0.0 0.2141
H 1.57736 1.70418 1.97598 0.0 0.0 0.0 0.2228
H 3.39699 2.19073 3.56563 0.0 0.0 0.1 0.2188
H 5.62480 1.16947 3.23064 0.1 0.0 0.1 0.2203
H 6.01631 -0.32055 1.30472 0.1 0.0 0.0 0.2321
```
Positions in Å, forces in eV/Å.

The calculation puts the orbital gap at 8.77 eV. For the HOMO energy, the calculation gives -9.273 eV. The LUMO energy comes out at -0.5 eV. Its SMILES is N/C(Cc1ccc([N+](=O)[O-])cc1)=N\OC(=O)c1ccccc1Br.

***

Relative energy (zero: lowest compared OMol25 entry of this formula, charge and spin) for every record listed, in sequence, given in kcal/mol: 39.2 0.0 0.0.